*one*
{"formula": "C7H13N", "method": "the ωB97M-V functional and the def2-TZVPD basis", "species": ["C", "C", "C", "C", "C", "C", "C", "N", "H", "H", "H", "H", "H", "H", "H", "H", "H", "H", "H", "H", "H"], "coordinates": [[0.643, -0.018, -0.337], [-2.172, -0.120, -1.445], [0.747, 1.462, -0.707], [2.024, -0.534, 0.055], [-1.545, -0.199, -0.136], [-1.582, -0.284, 1.147], [-0.145, -0.334, 1.653], [0.181, -1.439, 2.269], [0.389, -0.592, -1.231], [1.191, -1.516, 2.386], [-2.405, -0.405, 1.845], [0.186, 0.681, 1.904], [-1.668, 0.605, -2.090], [-2.155, -1.096, -1.938], [-3.220, 0.193, -1.350], [2.455, 0.028, 0.889], [1.538, 1.634, -1.446], [-0.156, 1.871, -1.162], [0.978, 2.074, 0.171], [1.998, -1.595, 0.308], [2.718, -0.416, -0.785]], "nbo_charge": [-0.250, -0.714, -0.640, -0.625, 0.234, -0.312, 0.112, -0.701, 0.192, 0.330, 0.225, 0.184, 0.240, 0.241, 0.251, 0.196, 0.204, 0.201, 0.199, 0.220, 0.212], "homo_energy_ha": -0.29377, "total_charge": 0}



*two*
{"formula": "C7H13N", "method": "the ωB97M-V functional and the def2-TZVPD basis", "species": ["C", "C", "N", "C", "C", "C", "C", "C", "H", "H", "H", "H", "H", "H", "H", "H", "H", "H", "H", "H", "H"], "coordinates": [[-1.384, 1.526, -1.594], [-1.627, 0.305, -0.573], [0.024, 1.318, 1.674], [0.259, 0.092, 1.050], [-0.306, -0.338, -0.105], [0.346, -1.363, -1.011], [1.699, -1.546, -1.014], [1.220, -0.722, 1.868], [-0.563, 2.139, -1.302], [-2.339, 2.011, -1.675], [-1.164, 1.010, -2.512], [-2.342, -0.409, -1.060], [-2.120, 0.464, 0.359], [0.577, 1.817, 2.372], [-0.600, 1.923, 1.114], [-0.233, -2.012, -1.880], [1.835, -2.328, -1.811], [2.430, -1.241, -0.317], [0.808, -0.678, 2.891], [1.309, -1.781, 1.601], [2.171, -0.186, 1.926]], "nbo_charge": [-0.609, -0.416, -0.846, 0.244, -0.187, -0.180, -0.449, -0.659, 0.203, 0.206, 0.211, 0.209, 0.202, 0.406, 0.386, 0.212, 0.199, 0.204, 0.218, 0.238, 0.207], "homo_energy_ha": -0.26625, "total_charge": 0}



Ranked by calculated energy, most stable first: *two*, *one*.



*one*
{"formula": "C11H34N2O5", "method": "the ωB97M-V functional and the def2-TZVPD basis", "species": ["C", "O", "H", "H", "H", "H", "C", "O", "H", "H", "H", "H", "C", "O", "H", "H", "H", "H", "C", "C", "C", "O", "C", "N", "H", "H", "H", "H", "H", "H", "H", "H", "H", "H", "H", "C", "C", "C", "O", "C", "N", "H", "H", "H", "H", "H", "H", "H", "H", "H", "H", "H"], "coordinates": [[-19.245, -14.900, -0.297], [-18.131, -14.243, -0.689], [-19.075, -15.678, 0.448], [-19.907, -14.147, 0.129], [-19.636, -15.423, -1.170], [-17.369, -14.807, -0.536], [-17.921, -12.356, -6.328], [-18.483, -11.725, -5.187], [-18.424, -12.245, -7.289], [-16.893, -12.179, -6.643], [-17.943, -13.430, -6.144], [-18.029, -12.076, -4.417], [-25.506, -12.147, -6.528], [-24.837, -12.102, -5.297], [-24.738, -12.297, -7.286], [-26.151, -13.018, -6.404], [-26.039, -11.217, -6.723], [-24.028, -11.591, -5.369], [-16.126, -19.219, -2.460], [-14.871, -18.367, -2.803], [-13.945, -18.022, -1.591], [-14.697, -17.548, -0.475], [-14.273, -18.039, 0.728], [-14.064, -19.250, -3.664], [-15.818, -20.241, -2.240], [-17.023, -19.233, -3.079], [-16.559, -18.765, -1.568], [-15.082, -17.437, -3.330], [-13.292, -17.181, -1.824], [-13.407, -18.873, -1.173], [-15.086, -17.827, 1.422], [-13.353, -17.578, 1.087], [-14.110, -19.116, 0.753], [-14.366, -19.055, -4.607], [-14.242, -20.233, -3.510], [-27.196, -5.540, -12.619], [-26.523, -5.732, -11.177], [-25.534, -6.908, -11.159], [-24.696, -6.788, -9.987], [-23.489, -7.497, -9.773], [-25.686, -4.625, -10.840], [-27.766, -6.448, -12.815], [-26.557, -5.363, -13.484], [-27.804, -4.635, -12.605], [-27.323, -5.690, -10.438], [-24.913, -7.000, -12.050], [-26.185, -7.779, -11.235], [-22.655, -7.148, -10.382], [-23.466, -8.586, -9.812], [-23.067, -7.253, -8.798], [-25.121, -4.985, -10.084], [-26.213, -3.791, -10.624]], "nbo_charge": [-0.235, -0.720, 0.156, 0.176, 0.154, 0.469, -0.260, -0.713, 0.182, 0.161, 0.157, 0.472, -0.241, -0.727, 0.159, 0.184, 0.161, 0.463, -0.640, -0.070, -0.060, -0.558, -0.241, -0.837, 0.196, 0.223, 0.219, 0.195, 0.186, 0.173, 0.188, 0.160, 0.158, 0.355, 0.354, -0.619, -0.058, -0.064, -0.569, -0.248, -0.861, 0.201, 0.214, 0.210, 0.173, 0.179, 0.169, 0.170, 0.173, 0.194, 0.385, 0.352], "homo_energy_ha": -0.32033, "total_charge": 0}



*two*
{"formula": "C11H34N2O5", "method": "the ωB97M-V functional and the def2-TZVPD basis", "species": ["C", "C", "C", "O", "C", "N", "H", "H", "H", "H", "H", "H", "H", "H", "H", "H", "H", "C", "C", "C", "O", "C", "N", "H", "H", "H", "H", "H", "H", "H", "H", "H", "H", "H", "C", "O", "H", "H", "H", "H", "C", "O", "H", "H", "H", "H", "C", "O", "H", "H", "H", "H"], "coordinates": [[-17.691, -8.982, 5.099], [-17.305, -9.983, 6.124], [-18.445, -10.290, 7.104], [-18.052, -11.253, 8.065], [-17.337, -10.774, 9.253], [-16.913, -11.236, 5.474], [-18.354, -9.405, 4.345], [-16.780, -8.581, 4.653], [-18.247, -8.219, 5.644], [-16.401, -9.636, 6.623], [-19.344, -10.720, 6.664], [-18.686, -9.316, 7.531], [-17.321, -11.571, 9.996], [-17.789, -9.865, 9.649], [-16.307, -10.526, 8.999], [-16.644, -11.882, 6.201], [-17.754, -11.650, 5.097], [-7.918, -11.303, 4.588], [-8.971, -11.567, 3.553], [-10.273, -10.762, 3.689], [-10.833, -10.736, 4.963], [-11.251, -12.016, 5.407], [-8.477, -11.261, 2.254], [-8.365, -11.282, 5.581], [-7.401, -10.357, 4.431], [-7.131, -12.056, 4.634], [-9.234, -12.619, 3.663], [-11.020, -11.071, 2.958], [-9.979, -9.734, 3.477], [-11.883, -12.038, 6.294], [-10.455, -12.730, 5.617], [-11.856, -12.349, 4.563], [-7.742, -11.936, 2.101], [-9.152, -11.425, 1.521], [-14.129, -9.877, 3.794], [-14.938, -10.983, 3.505], [-14.691, -8.961, 3.614], [-13.869, -9.962, 4.849], [-13.197, -9.866, 3.229], [-15.628, -10.975, 4.173], [-12.637, -7.564, 0.698], [-12.866, -6.398, -0.031], [-13.526, -7.965, 1.185], [-12.046, -8.263, 0.107], [-11.996, -7.276, 1.531], [-13.469, -5.826, 0.448], [-14.110, -10.854, -0.116], [-13.555, -11.231, -1.332], [-15.054, -10.321, -0.227], [-14.445, -11.692, 0.495], [-13.397, -10.288, 0.482], [-12.651, -11.538, -1.231]], "nbo_charge": [-0.614, -0.081, -0.073, -0.558, -0.252, -0.836, 0.211, 0.223, 0.207, 0.192, 0.191, 0.162, 0.200, 0.174, 0.168, 0.374, 0.354, -0.622, -0.083, -0.062, -0.536, -0.261, -0.824, 0.220, 0.217, 0.207, 0.153, 0.158, 0.195, 0.192, 0.165, 0.173, 0.354, 0.353, -0.245, -0.768, 0.145, 0.160, 0.173, 0.494, -0.245, -0.720, 0.165, 0.184, 0.153, 0.464, -0.245, -0.723, 0.181, 0.166, 0.154, 0.465], "homo_energy_ha": -0.34446, "total_charge": 0}



Ranked by calculated energy, most stable first: *two*, *one*.



*one*
{"formula": "H41O20", "method": "the ωB97M-V functional and the def2-TZVPD basis", "species": ["O", "H", "O", "H", "H", "O", "H", "H", "O", "H", "H", "O", "H", "H", "O", "H", "H", "O", "H", "H", "O", "H", "H", "O", "H", "H", "O", "H", "H", "O", "H", "H", "O", "H", "H", "O", "H", "H", "O", "H", "H", "O", "H", "H", "O", "H", "H", "O", "H", "H", "O", "H", "H", "O", "H", "H", "O", "H", "H", "H", "H"], "coordinates": [[1.034, 1.016, -0.853], [0.923, -0.532, -1.230], [-0.974, -0.051, -4.187], [-1.019, 0.577, -4.915], [-1.754, 0.187, -3.693], [-0.137, 2.348, 0.938], [-0.941, 1.806, 0.829], [0.215, 1.749, 1.634], [1.324, -4.210, -0.136], [1.981, -4.619, 0.422], [1.732, -4.044, -0.952], [-1.066, -1.541, -0.159], [1.442, -1.930, -1.846], [-0.986, -2.097, 0.627], [0.665, -1.391, -1.645], [2.865, -0.798, -3.519], [-0.144, -2.021, -1.271], [2.800, 0.067, -3.929], [2.773, -0.177, -4.854], [-3.526, 0.481, 3.946], [-3.770, -0.480, -2.612], [-4.068, -0.320, -3.499], [-3.344, -1.324, -2.451], [-0.220, 0.189, 2.574], [0.338, -0.162, 1.894], [-1.990, -1.310, -0.362], [2.208, 1.231, 3.131], [1.621, 1.986, 3.182], [2.023, 0.677, 3.884], [2.566, 2.872, -2.916], [2.626, 3.301, -3.772], [0.599, 1.486, -0.050], [-3.926, 1.228, -0.582], [-3.715, 1.125, 0.351], [-4.116, 0.328, -0.904], [-3.709, -1.977, -0.196], [-3.805, -2.200, 0.740], [-4.593, -1.665, -0.415], [3.236, -3.052, -2.056], [3.928, -2.539, -1.627], [3.590, -3.906, -2.300], [1.015, 1.324, 5.520], [2.856, 1.966, -3.084], [1.690, 1.982, 5.431], [-0.247, 4.235, 2.984], [-0.173, 5.102, 2.578], [-0.551, 3.665, 2.266], [2.907, -0.425, 0.627], [2.588, 0.442, 0.312], [3.853, -0.256, 0.520], [-3.563, -0.287, 3.361], [0.239, 1.622, 5.994], [-2.874, 0.002, 2.744], [-1.313, 1.835, -2.204], [-2.190, 1.462, -2.012], [-1.170, 2.251, -1.354], [0.827, -2.213, 2.251], [1.692, -1.965, 1.879], [1.147, -2.480, 3.124], [0.604, 1.429, -1.628], [-0.024, 0.001, 3.471]], "nbo_charge": [-1.027, 0.558, -0.938, 0.472, 0.465, -0.929, 0.481, 0.512, -0.948, 0.478, 0.467, -0.976, 0.532, 0.524, -0.847, 0.467, 0.575, -0.945, 0.483, 0.473, -0.991, 0.507, 0.498, -0.992, 0.506, 0.521, -0.957, 0.474, 0.482, -0.959, 0.469, 0.489, -0.957, 0.463, 0.489, -0.973, 0.500, 0.494, -0.988, 0.500, 0.501, -0.986, 0.486, 0.493, -0.963, 0.476, 0.477, -0.980, 0.499, 0.478, -0.934, 0.497, 0.461, -0.952, 0.494, 0.460, -0.967, 0.492, 0.478, 0.528, 0.507], "homo_energy_ha": -0.47916, "total_charge": 1}



*two*
{"formula": "H41O20", "method": "the ωB97M-V functional and the def2-TZVPD basis", "species": ["O", "H", "O", "H", "H", "O", "H", "H", "O", "H", "H", "O", "H", "H", "O", "H", "H", "O", "H", "H", "O", "H", "H", "O", "H", "H", "O", "H", "H", "O", "H", "H", "O", "H", "H", "O", "H", "H", "O", "H", "H", "O", "H", "H", "O", "H", "H", "O", "H", "H", "O", "H", "H", "O", "H", "H", "O", "H", "H", "H", "H"], "coordinates": [[-0.496, 0.445, -4.873], [3.837, 2.043, 3.648], [2.269, -3.367, 0.846], [1.429, -3.678, 1.218], [0.328, -3.465, -0.660], [-2.361, 3.283, 2.448], [-2.706, 3.527, 3.324], [-3.006, 3.729, 1.887], [0.518, -3.147, 3.065], [-0.037, -3.901, 3.308], [-2.186, -3.370, -2.565], [1.184, 1.572, 3.668], [-0.655, 0.108, -0.158], [-0.217, -2.612, 2.710], [3.499, 2.476, 4.434], [3.381, -0.135, -0.605], [0.746, 0.937, 4.251], [-3.243, -0.745, -2.081], [3.750, 3.780, 2.949], [5.365, 2.277, 0.485], [-1.296, -1.468, 0.511], [-1.130, -2.456, 0.204], [-2.156, -1.374, 0.952], [-0.320, 1.034, -0.129], [-1.108, 1.411, 0.297], [1.706, 0.959, 3.118], [-4.835, 0.777, -0.396], [-5.620, 1.351, -0.362], [-4.328, 1.080, -1.162], [0.698, -1.633, -3.596], [0.367, -2.319, -2.994], [-4.163, -1.004, -2.213], [3.428, 0.561, -1.278], [3.890, 1.246, -0.617], [2.466, 0.934, -1.855], [-2.380, 1.332, -3.124], [-1.455, 1.476, -2.859], [-2.244, 0.506, -3.608], [1.881, -0.474, 1.607], [2.898, -3.392, 1.573], [1.233, 0.196, 1.314], [3.787, 4.031, 2.003], [0.012, -1.628, -4.270], [-0.555, 1.413, -4.954], [-1.425, -2.829, -2.845], [1.159, -0.189, -2.778], [-1.789, -2.010, -2.428], [1.248, 0.622, -2.215], [0.754, 0.452, -1.381], [1.479, -1.318, 1.359], [4.474, 1.917, 0.556], [-0.232, 0.337, -5.801], [-3.048, -0.216, -1.312], [-0.605, -3.657, -0.526], [2.875, 4.291, 1.814], [-1.156, -3.776, -1.327], [-3.896, -0.381, 1.862], [-4.602, -0.486, 2.499], [-4.085, 0.285, 1.187], [2.650, 2.073, 4.723], [4.024, 2.570, 1.151]], "nbo_charge": [-0.964, 0.460, -0.982, 0.489, 0.508, -0.938, 0.475, 0.464, -0.946, 0.476, 0.471, -0.951, 0.502, 0.477, -0.973, 0.530, 0.478, -0.983, 0.511, 0.503, -1.077, 0.504, 0.510, -1.009, 0.505, 0.485, -0.975, 0.498, 0.493, -0.959, 0.494, 0.505, -0.903, 0.529, 0.544, -0.957, 0.467, 0.490, -0.989, 0.492, 0.488, -0.964, 0.500, 0.486, -0.969, 0.539, 0.516, -0.926, 0.516, 0.498, -0.972, 0.480, 0.494, -0.955, 0.489, 0.506, -1.001, 0.488, 0.501, 0.510, 0.520], "homo_energy_ha": -0.48996, "total_charge": 1}



*three*
{"formula": "H41O20", "method": "the ωB97M-V functional and the def2-TZVPD basis", "species": ["O", "H", "O", "H", "H", "O", "H", "H", "O", "H", "H", "O", "H", "H", "O", "H", "H", "O", "H", "H", "O", "H", "H", "O", "H", "H", "O", "H", "H", "O", "H", "H", "O", "H", "H", "O", "H", "H", "O", "H", "H", "O", "H", "H", "O", "H", "H", "O", "H", "H", "O", "H", "H", "O", "H", "H", "O", "H", "H", "H", "H"], "coordinates": [[2.065, 0.663, 0.671], [1.698, 3.353, -1.325], [1.909, -2.957, -3.734], [1.172, -3.228, -4.260], [2.486, -2.597, -4.421], [-2.455, -0.790, 3.710], [-2.020, -0.354, 4.452], [-3.139, -0.173, 3.429], [1.370, 0.941, -2.112], [0.928, 1.175, -1.281], [0.655, 1.239, -2.705], [1.709, -1.606, -1.470], [-1.646, -1.183, 1.122], [1.770, -0.604, -1.710], [-1.051, -0.432, 1.064], [-4.346, -4.010, 0.735], [-1.312, 0.193, 1.745], [-4.611, -3.558, -0.078], [-4.414, -2.669, 0.360], [2.677, 0.703, 2.625], [-0.115, 1.866, -4.270], [0.444, 1.516, -4.962], [-1.019, 1.591, -4.432], [4.067, 3.521, -1.289], [4.466, 4.157, -0.687], [1.010, -2.345, -1.641], [-4.057, -1.141, 0.114], [-4.719, -0.488, 0.369], [-4.165, -1.167, -0.840], [-0.879, 2.662, 1.208], [-0.359, 3.261, 1.741], [1.556, 0.036, 1.208], [0.303, 4.398, 2.933], [0.618, 4.697, 3.778], [1.092, 4.069, 2.485], [-2.586, -3.995, 3.480], [-1.905, -4.135, 2.813], [-2.243, -3.297, 4.039], [1.021, 4.000, -1.518], [1.398, 1.359, 0.619], [0.663, 3.692, -2.356], [4.035, -0.929, -1.750], [-1.609, 2.342, 1.730], [4.727, -1.038, -2.390], [-1.678, -0.300, -3.245], [-1.517, -0.983, -3.900], [-2.556, -0.248, -2.856], [1.065, -4.396, 2.178], [0.878, -4.149, 1.259], [1.495, -3.542, 2.355], [3.533, 1.138, 2.633], [4.411, -0.469, -0.991], [3.410, 1.458, 3.544], [-2.847, 2.780, 3.379], [-3.099, 2.479, 4.265], [-2.932, 3.721, 3.587], [-0.632, -2.125, -1.860], [-1.160, -1.381, -2.247], [-1.011, -2.876, -1.401], [2.496, -2.127, -1.660], [3.546, 4.037, -1.911]], "nbo_charge": [-0.936, 0.472, -0.956, 0.478, 0.481, -0.948, 0.475, 0.475, -0.957, 0.489, 0.511, -0.862, 0.483, 0.593, -0.966, 0.465, 0.480, -0.981, 0.474, 0.453, -0.959, 0.487, 0.495, -0.951, 0.478, 0.576, -0.927, 0.490, 0.480, -0.982, 0.485, 0.468, -0.950, 0.489, 0.477, -0.943, 0.467, 0.476, -0.943, 0.474, 0.471, -0.981, 0.481, 0.487, -0.944, 0.506, 0.506, -0.909, 0.449, 0.461, -0.910, 0.507, 0.452, -0.952, 0.469, 0.485, -1.029, 0.509, 0.501, 0.550, 0.476], "homo_energy_ha": -0.47357, "total_charge": 1}



Ranked by calculated energy, most stable first: *two*, *one*, *three*.